one) Computed, not measured: a single C3H3Cl3 molecule, with ωB97M-V with the def2-TZVPD basis set.

Summary:
Multiplicity: 1
SMILES: CC(Cl)=C(Cl)Cl
E_HOMO in eV: -9.16
LUMO energy in eV: 0.6

```
9
Properties=species:S:1:pos:R:3:lowdin_charge:R:1
Cl 0.215 1.314 -2.102 0.558
C 0.908 -0.825 0.305 -0.112
Cl -1.497 -0.413 1.634 0.695
H 1.194 -0.563 1.293 0.064
Cl -2.015 1.931 -0.465 0.570
H 1.386 -0.241 -0.510 0.048
C -0.380 -0.083 0.391 -0.844
C -0.730 0.781 -0.663 -1.072
H 0.920 -1.901 0.116 0.092
```

two) Computed, not measured: a molecular structure, C3H3Cl3, with ωB97M-V with the def2-TZVPD basis set.

Summary:
Multiplicity: 1
E_HOMO in eV: -10.39
LUMO energy in eV: 0.7

```
9
Properties=species:S:1:pos:R:3:lowdin_charge:R:1
Cl 0.430 -0.300 2.089 0.664
Cl 1.787 1.311 -0.073 0.700
Cl -0.280 -2.255 0.355 0.581
C 0.037 -0.480 0.463 -1.364
C -0.786 0.545 -0.234 -0.136
H 0.811 -0.568 -1.406 0.151
H -1.505 0.083 -0.911 0.107
H -1.115 1.498 0.259 0.137
C 0.621 0.166 -0.542 -0.839
```

three) Computed, not measured: a single C3H3Cl3 molecule, with ωB97M-V with the def2-TZVPD basis set.

Summary:
Multiplicity: 1
SMILES: ClCC=C(Cl)Cl
E_HOMO in eV: -9.66
LUMO energy in eV: 0.5

```
9
Properties=species:S:1:pos:R:3:lowdin_charge:R:1
C -0.477 0.169 -0.221 -0.333
C -0.217 1.128 0.666 -1.109
H 0.981 -1.156 0.506 0.020
H -1.207 0.396 -0.856 0.057
C 0.224 -1.130 -0.260 -0.479
Cl -1.159 2.547 0.902 0.647
Cl 1.169 0.945 1.720 0.637
Cl 1.232 -1.008 -1.847 0.460
H -0.546 -1.891 -0.610 0.101
```

The most stable arrangement is three), and the next structure is 20.8 kJ/mol less stable.

one) Computed, not measured: a molecular structure, C2H4N3, with ωB97M-V with the def2-TZVPD basis set.

Summary:
Multiplicity: 1
E_HOMO in eV: -16.53
Total charge: +1
LUMO energy in eV: -3.9

```
9
Properties=species:S:1:pos:R:3:lowdin_charge:R:1
N 0.709 -0.308 0.598 0.058
H -2.490 -1.624 -0.352 0.173
N -0.147 0.834 0.450 0.080
H 0.881 0.352 -1.463 0.133
H 1.824 1.207 -0.254 0.136
H 1.233 -0.129 1.508 0.190
C 0.975 0.592 -0.436 -0.063
N -1.902 -0.817 -0.184 0.405
C -1.083 -0.108 0.133 -0.112
```

two) Computed, not measured: a gas-phase ion, C2H4N3 (charge +1), with ωB97M-V with the def2-TZVPD basis set.

Summary:
Multiplicity: 1
SMILES: [H]/N=N/[N+]#CC
E_HOMO in eV: -16.20
Total charge: +1
LUMO energy in eV: -6.1

```
9
Properties=species:S:1:pos:R:3:lowdin_charge:R:1
H -2.065 -0.545 0.879 0.142
H -1.052 0.762 0.104 0.165
H 2.479 1.544 -0.004 0.103
N 0.878 -1.053 -0.114 0.196
C -1.514 -0.264 -0.018 0.077
N 2.005 -0.265 0.147 0.046
C -0.232 -0.764 -0.111 0.007
H -2.244 -0.300 -0.732 0.097
N 1.744 0.886 -0.152 0.166
```

The most stable arrangement is one), and the next structure is 35.6 kJ/mol less stable.

one) Computed, not measured: 3 unconnected molecules or ions with the total composition C2H10O3, with ωB97M-V with the def2-TZVPD basis set.

Summary:
Multiplicity: 1
SMILES: CCO.O.O
E_HOMO in eV: -10.66
LUMO energy in eV: 0.7

```
15
Properties=species:S:1:pos:R:3:lowdin_charge:R:1
H -3.272 -1.470 0.524 0.038
H -2.242 -2.605 0.502 0.036
H 0.931 0.454 1.753 0.113
O 0.235 1.571 0.146 -0.102
H 1.360 1.604 -1.422 -0.007
H 0.522 -1.726 0.590 0.075
O -2.611 -1.915 1.064 -0.058
C 0.206 0.378 0.939 -0.300
C 0.587 -0.778 0.051 -0.096
H 1.605 -0.654 -0.316 0.074
H -0.786 0.243 1.371 0.099
H 1.514 1.911 -2.920 0.028
H 0.054 2.337 0.708 0.098
O 1.974 1.513 -2.175 -0.078
H -0.077 -0.861 -0.814 0.080
```

two) Computed, not measured: 3 unconnected molecules or ions with the total composition C2H10O3, with ωB97M-V with the def2-TZVPD basis set.

Summary:
Multiplicity: 1
SMILES: CCO.O.O
E_HOMO in eV: -10.22
LUMO energy in eV: 0.7

```
15
Properties=species:S:1:pos:R:3:lowdin_charge:R:1
O 1.753 2.820 0.128 -0.051
C -0.014 0.107 -0.942 -0.093
H -0.530 -2.401 0.674 0.044
H -1.924 0.447 -0.352 0.114
H -0.920 1.396 0.756 0.111
H 2.217 2.741 0.959 0.033
H 0.313 -3.750 0.356 -0.006
H 2.216 2.440 -0.621 0.031
C -0.950 0.507 0.154 -0.337
O -0.306 -3.141 0.020 -0.082
H -0.623 -0.515 -1.613 0.082
O -0.973 -0.545 1.011 -0.071
H 0.432 0.941 -1.490 0.059
H 0.895 -0.539 -0.725 0.099
H -1.586 -0.508 1.687 0.065
```

The most stable arrangement is one), and the next structure is 93.7 kJ/mol less stable.

one) Computed, not measured: a single C5H9O2P molecule, with ωB97M-V with the def2-TZVPD basis set.

Summary:
Multiplicity: 1
SMILES: C=C(C)OC(=O)CP
E_HOMO in eV: -9.42
LUMO energy in eV: 0.7

```
17
Properties=species:S:1:pos:R:3:lowdin_charge:R:1
C 1.805 0.449 -0.812 -0.023
H -1.054 1.291 -0.830 0.086
C 2.077 -1.127 1.163 0.078
C 1.448 -0.603 0.197 -0.376
H 1.442 -0.048 -1.629 0.050
H 3.065 -0.934 1.588 0.089
O -1.865 -1.611 -0.710 0.044
H 1.455 1.520 -0.652 0.107
H 2.957 0.524 -0.893 0.120
O 0.231 -1.285 -0.151 0.023
P -3.041 0.633 0.560 0.828
C -1.269 0.648 0.003 -0.386
C -1.034 -0.809 -0.280 -0.540
H -3.647 0.103 -0.642 -0.069
H -0.762 0.987 0.847 0.049
H -3.340 1.959 0.395 -0.143
H 1.533 -1.696 1.847 0.064
```

two) Computed, not measured: a single C5H9O2P molecule, with ωB97M-V with the def2-TZVPD basis set.

Summary:
Multiplicity: 1
E_HOMO (spin up / spin down) in eV: -8.82 / -8.82
LUMO energy (spin up / spin down) in eV: -1.6 / -1.6

```
17
Properties=species:S:1:pos:R:3:lowdin_charge:R:1
H 4.038 -1.368 0.607 -0.052
C 1.407 1.391 -0.056 -0.324
C -0.135 -0.322 0.106 -0.729
H 1.771 2.243 -0.728 0.162
H -0.962 0.971 1.852 0.064
P 4.037 -0.033 -0.082 0.888
H 1.041 1.885 1.005 0.186
C -0.872 -1.160 -0.931 -0.002
H -2.010 1.011 0.600 0.099
H -2.009 -0.410 1.505 0.070
O 0.302 0.816 -0.620 -0.107
H -0.200 -2.008 -0.992 0.085
H -1.008 -0.612 -1.802 0.054
C 2.507 0.452 0.090 -0.370
O 0.836 -0.965 0.818 -0.080
C -1.262 0.261 1.054 -0.045
H -1.933 -1.416 -0.629 0.101
```

The most stable arrangement is one), and the next structure is 361.7 kJ/mol less stable.

one) Computed, not measured: 2 unconnected molecules or ions with the total composition C2H10N4, with ωB97M-V with the def2-TZVPD basis set.

Summary:
Multiplicity: 1
E_HOMO in eV: -18.82
Total charge: +2
LUMO energy in eV: -7.6

```
16
Properties=species:S:1:pos:R:3:lowdin_charge:R:1
C 1.351 -0.480 1.342 -0.197
N -1.133 0.836 -2.048 0.147
H -0.746 1.764 -1.725 0.175
H -2.913 -0.666 -1.110 0.146
N 2.527 -0.684 0.780 0.216
H 1.679 1.016 2.713 0.138
H 0.084 0.356 2.691 0.153
C -1.023 0.084 -0.673 -0.018
H 3.333 -0.147 0.732 0.119
H 0.656 -1.334 1.329 0.156
H 2.769 -1.526 0.268 0.152
H -0.552 0.380 -2.817 0.195
N -2.100 -0.633 -0.509 0.150
H -2.150 -0.974 0.416 0.107
H -2.063 0.942 -2.496 0.165
N 1.031 0.393 2.284 0.197
```

two) Computed, not measured: a gas-phase ion, C2H10N4 (charge +2), with ωB97M-V with the def2-TZVPD basis set.

Summary:
Multiplicity: 1
SMILES: C/[NH+]=[NH+]\CNN
E_HOMO (spin up / spin down) in eV: -19.08 / -19.15
Total charge: +2
LUMO energy (spin up / spin down) in eV: -10.3 / -10.9

```
16
Properties=species:S:1:pos:R:3:lowdin_charge:R:1
H -1.955 1.474 0.236 0.142
H 3.286 -0.023 0.796 0.164
H -3.483 0.071 -0.746 0.131
H 0.217 1.483 0.374 0.130
C -2.614 -0.372 -0.268 -0.031
N -1.643 0.568 0.054 0.124
H 3.502 0.766 -0.810 0.172
N 1.775 -0.132 -0.531 0.026
H 1.165 -0.768 1.481 0.198
C 0.710 -0.531 0.406 -0.115
H 0.254 -1.517 0.257 0.150
N 2.959 0.295 -0.100 0.235
H -2.283 -1.340 -0.748 0.138
H -3.295 -0.802 0.550 0.169
N -0.195 0.614 0.585 0.132
H 1.600 0.213 -1.538 0.233
```

The most stable arrangement is one), and the next structure is 472.6 kJ/mol less stable.

one) Computed, not measured: a single C5H7N3O2 molecule, with ωB97M-V with the def2-TZVPD basis set.

Summary:
Multiplicity: 1
SMILES: CCC(=O)c1c[n+]([O-])n[nH]1
E_HOMO (spin up / spin down) in eV: -9.01 / -9.01
LUMO energy (spin up / spin down) in eV: -0.6 / -0.6

```
17
Properties=species:S:1:pos:R:3:lowdin_charge:R:1
H 0.539 -2.621 0.902 0.184
O 4.588 -2.507 1.566 -0.036
H -0.806 1.841 1.004 0.120
C -1.297 1.401 -0.012 -0.086
H -1.056 -0.556 -1.010 0.146
H -0.618 -0.653 0.726 0.065
C 1.025 0.193 -0.228 -0.364
C 1.880 -0.962 0.210 -0.121
C 3.288 -0.951 0.386 0.056
N 3.572 -2.018 1.099 -0.372
H -2.358 1.185 0.151 0.054
N 2.557 -2.750 1.275 0.101
O 1.480 1.272 -0.461 0.114
H 3.939 -0.111 0.261 0.139
H -1.038 2.031 -0.907 0.080
C -0.512 -0.017 -0.117 -0.169
N 1.466 -2.208 0.642 0.090
```

two) Computed, not measured: 2 unconnected molecules or ions with the total composition C5H7N3O2, with ωB97M-V with the def2-TZVPD basis set.

Summary:
Multiplicity: 1
SMILES: N#CC1=NCCN1C=O.O
E_HOMO in eV: -9.81
LUMO energy in eV: -0.3

```
17
Properties=species:S:1:pos:R:3:lowdin_charge:R:1
N 0.600 -0.104 -0.772 -0.017
H 2.135 -0.469 1.757 0.120
H 2.382 1.028 -0.883 0.125
H 1.103 -0.739 -2.656 0.145
C 1.822 0.393 1.150 -0.161
N 0.392 0.610 1.364 0.127
H -3.737 0.335 0.880 0.139
C 0.253 -0.664 -1.955 -0.289
H -3.214 -1.428 0.974 0.030
H 2.620 -0.721 -0.589 0.124
C -1.679 0.441 0.188 -0.078
N -2.590 1.165 -0.081 0.169
O -0.890 -0.940 -2.287 0.041
C 1.991 0.145 -0.360 -0.105
H 2.387 1.266 1.499 0.116
O -3.350 -0.596 1.467 -0.210
C -0.225 0.278 0.306 -0.276
```

The most stable arrangement is two), and the next structure is 166.8 kJ/mol less stable.

one) Computed, not measured: a gas-phase ion, C3H9NS2 (charge -1), with ωB97M-V with the def2-TZVPD basis set.

Summary:
Multiplicity: 2
E_HOMO (spin up / spin down) in eV: -0.17 / -3.84
Total charge: -1
LUMO energy (spin up / spin down) in eV: 3.7 / 3.6

```
15
Properties=species:S:1:pos:R:3:lowdin_charge:R:1
H -0.932 -1.307 -1.696 0.047
H 2.390 0.083 1.458 0.066
H 1.395 0.958 2.643 0.065
H -1.657 -0.354 -0.508 0.060
C -0.688 -0.485 -1.009 -0.673
N 0.194 -0.036 1.225 -0.131
C 0.341 -0.909 0.059 -0.353
C 1.438 0.081 1.985 -0.166
S -2.068 1.410 -3.106 -0.102
H -0.061 0.868 0.840 0.073
H -2.823 2.395 -2.446 -0.284
H 1.291 -0.979 -0.478 0.090
S -0.229 0.904 -2.063 0.146
H 1.381 -0.702 2.759 0.065
H 0.030 -1.925 0.337 0.096
```

two) Computed, not measured: a gas-phase ion, C3H9NS2 (charge -1), with ωB97M-V with the def2-TZVPD basis set.

Summary:
Multiplicity: 2
E_HOMO (spin up / spin down) in eV: 0.42 / -3.84
Total charge: -1
LUMO energy (spin up / spin down) in eV: 3.6 / 3.6

```
15
Properties=species:S:1:pos:R:3:lowdin_charge:R:1
N -1.082 0.126 0.400 -0.130
H -1.454 0.965 -1.527 0.065
H -2.078 1.873 -0.252 0.069
S 1.796 -0.109 1.786 0.124
C 0.004 -0.579 -0.273 -0.390
H 0.362 -1.847 1.394 0.057
C -1.920 0.833 -0.543 -0.169
H 1.621 -1.882 0.110 0.063
H -0.465 -1.342 -0.914 0.112
C 0.936 -1.264 0.669 -0.585
H 2.320 0.931 -0.675 -0.277
H -2.908 0.391 -0.691 0.062
H -0.610 0.787 1.008 0.060
H 0.493 0.073 -1.004 0.065
S 2.984 1.043 0.512 -0.128
```

The most stable arrangement is one), and the next structure is 22.1 kJ/mol less stable.

one) Computed, not measured: a molecular structure, C17H29BrRhSi2, with ωB97M-V with the def2-TZVPD basis set.

Summary:
Multiplicity: 5
E_HOMO (spin up / spin down) in eV: -2.02 / -4.73
Total charge: -1
LUMO energy (spin up / spin down) in eV: 3.2 / 1.2

```
50
Properties=species:S:1:pos:R:3:lowdin_charge:R:1
C 0.143 2.688 -1.788 -0.243
H 1.474 4.744 0.175 0.021
C 0.940 1.515 3.738 -0.194
H 1.227 1.021 4.677 0.020
C -0.394 -1.728 -2.400 -0.260
H -4.157 -1.243 0.222 0.065
Si 1.022 0.256 2.332 0.387
C -0.349 -2.698 -1.364 -0.249
H 0.132 4.226 1.196 0.028
C -3.835 -1.750 -0.678 -0.185
H 2.982 -1.067 1.476 0.019
H 2.924 1.287 -1.497 0.020
H -3.084 -2.037 -3.944 0.089
H -0.075 1.907 3.879 0.029
H -1.034 -1.011 2.932 0.034
C -3.759 -1.175 -1.985 -0.192
H -0.917 2.915 -1.615 -0.048
C 0.212 0.888 0.745 -0.469
C -3.125 -3.382 -2.144 -0.124
H 0.915 -2.857 0.473 0.084
C 0.031 -1.256 2.827 -0.199
C -3.455 -3.117 -0.777 -0.135
H 0.619 3.545 -2.287 0.024
Si 1.048 2.336 -0.183 0.390
C 0.620 -0.755 -2.157 -0.248
Br -2.505 1.168 -0.458 0.166
C 2.845 2.065 -0.725 -0.193
H 0.829 0.092 -2.806 0.086
H 0.397 -1.633 3.793 0.021
C -3.293 -2.170 -2.881 -0.163
C 1.117 3.930 0.822 -0.196
C 0.682 -2.325 -0.440 -0.252
H 0.126 -2.061 2.088 -0.009
C 2.839 -0.241 2.187 -0.191
H -0.726 1.329 1.160 -0.098
H 3.508 1.804 0.112 0.006
H 0.188 1.823 -2.458 -0.005
H -2.794 -4.335 -2.558 0.102
H -1.032 -1.721 -3.284 0.086
H -0.933 -3.592 -1.224 0.081
H 2.148 -0.617 -0.513 0.067
H -4.017 -0.161 -2.267 0.041
H 3.203 -0.594 3.169 0.026
H 3.231 3.000 -1.171 0.028
Rh -0.694 -0.865 -0.630 0.871
C 1.310 -1.143 -0.962 -0.265
H -3.430 -3.848 0.031 0.089
H 1.611 2.372 3.601 0.014
H 3.484 0.599 1.887 0.011
H 1.800 3.875 1.678 0.012
```

two) Computed, not measured: a molecular structure, C17H29BrRhSi2, with ωB97M-V with the def2-TZVPD basis set.

Summary:
Multiplicity: 5
E_HOMO (spin up / spin down) in eV: -1.43 / -4.94
Total charge: -1
LUMO energy (spin up / spin down) in eV: 3.2 / 0.9

```
50
Properties=species:S:1:pos:R:3:lowdin_charge:R:1
H 1.605 3.514 1.704 0.017
Si -1.684 2.112 0.387 0.367
H -0.524 -6.903 -0.131 0.093
H -0.377 0.870 -1.276 -0.063
H -1.851 -4.383 -3.460 0.093
H 2.897 0.368 -0.735 0.008
H -2.690 -5.741 -1.272 0.079
C -1.489 2.765 2.138 -0.186
C 1.936 -0.635 2.018 -0.258
C -0.520 -6.277 -1.018 -0.082
C 0.049 -1.991 2.089 -0.274
H -0.605 -2.862 2.033 0.099
H 2.944 -0.288 1.869 0.090
C -0.120 1.333 -0.298 -0.468
H 3.621 1.801 -1.522 0.020
H 0.577 4.689 -0.910 0.012
H -3.150 0.345 -0.547 0.032
H 1.643 -6.289 -1.636 0.078
H 0.652 3.781 -2.443 0.029
H -3.284 3.868 -0.267 0.019
C -0.322 -0.681 2.560 -0.275
H -2.629 -0.087 1.095 0.005
C 1.161 3.960 -1.487 -0.201
H -2.448 3.236 2.408 0.026
H -1.619 4.426 -0.581 0.009
H 3.135 3.498 0.796 0.027
C 2.684 1.248 -1.358 -0.212
C 0.840 0.153 2.505 -0.289
H 2.626 2.045 1.676 0.008
H -0.705 3.530 2.208 0.018
C 0.191 -5.125 -2.893 -0.120
H -1.316 -0.376 2.903 0.092
C 1.441 -1.954 1.740 -0.289
C -1.222 -4.948 -2.777 -0.120
H 2.030 -2.781 1.354 0.098
Rh 0.418 -0.626 0.697 0.813
H 0.822 -4.711 -3.676 0.094
C -2.964 0.744 0.459 -0.197
H -2.402 3.287 -1.703 0.029
H 2.307 0.889 -2.325 0.021
H -3.910 1.138 0.859 0.021
C 2.261 2.892 1.081 -0.191
Br 0.138 -1.723 -1.616 -0.093
C 0.625 -5.950 -1.811 -0.128
H 0.894 1.198 2.781 0.078
C -2.296 3.564 -0.646 -0.198
H -1.286 1.975 2.871 0.011
C -1.663 -5.662 -1.620 -0.122
Si 1.430 2.364 -0.522 0.363
H 2.149 4.398 -1.699 0.020
```

The most stable arrangement is two), and the next structure is 19.0 kJ/mol less stable.